C30H45BrCaN2P2 | wB97M-V/def2-TZVPD

Positions of all 81 atoms, in Å:
N (-5.319, 4.882, -4.026)
C (-4.921, 5.306, -2.824)
C (-3.647, 5.018, -2.308)
C (-2.737, 4.229, -3.069)
C (-3.216, 3.781, -4.337)
C (-4.494, 4.153, -4.775)
C (-1.414, 3.864, -2.551)
Ca (0.711, 2.964, -1.092)
P (4.304, 0.337, -0.993)
C (-0.662, 2.833, -3.142)
C (-1.128, 1.448, -3.026)
C (-0.735, 0.425, -3.928)
C (-1.094, -0.884, -3.682)
C (-1.610, -1.263, -2.419)
C (-2.216, -0.247, -1.647)
C (-1.989, 1.088, -1.963)
Br (0.955, -0.186, -1.165)
H (-1.031, 4.481, -1.713)
H (0.097, 3.023, -3.920)
H (-3.411, 5.377, -1.306)
H (-2.612, 3.165, -5.002)
H (-5.643, 5.908, -2.257)
H (-4.871, 3.860, -5.763)
H (-0.107, 0.666, -4.791)
H (-2.446, 1.888, -1.355)
H (-0.954, -1.634, -4.459)
H (-2.857, -0.508, -0.798)
P (-1.484, -2.966, -1.790)
C (3.647, 2.029, -0.813)
C (4.793, 2.974, -1.215)
H (3.351, 2.168, 0.242)
H (2.775, 2.113, -1.501)
H (4.608, 4.000, -0.896)
H (5.746, 2.660, -0.767)
H (4.934, 2.999, -2.301)
C (3.932, -0.202, -2.693)
C (4.628, -1.515, -3.066)
H (4.239, 0.607, -3.377)
H (2.831, -0.296, -2.732)
H (4.291, -1.862, -4.046)
H (5.713, -1.397, -3.126)
H (4.422, -2.304, -2.339)
C (3.731, -0.972, 0.135)
C (4.686, -1.271, 1.301)
H (3.562, -1.891, -0.446)
H (2.753, -0.650, 0.521)
H (4.255, -2.042, 1.949)
H (5.653, -1.633, 0.940)
H (4.854, -0.372, 1.900)
C (-1.165, -2.869, -0.027)
C (-0.967, -4.216, 0.674)
H (-2.001, -2.322, 0.432)
H (-0.292, -2.216, 0.122)
H (-1.903, -4.781, 0.776)
H (-0.274, -4.859, 0.123)
H (-0.550, -4.082, 1.680)
C (-0.079, -3.568, -2.745)
C (-0.484, -4.088, -4.118)
H (0.426, -4.334, -2.142)
H (0.618, -2.721, -2.823)
H (-1.205, -4.906, -4.044)
H (-0.939, -3.330, -4.757)
H (0.406, -4.440, -4.640)
C (-2.952, -3.922, -2.185)
C (-4.207, -3.479, -1.436)
H (-2.698, -4.982, -2.005)
H (-3.101, -3.794, -3.268)
H (-4.615, -2.553, -1.862)
H (-4.977, -4.255, -1.529)
H (-4.022, -3.307, -0.368)
C (-2.044, 2.273, 3.244)
C (-2.215, 3.519, 2.634)
C (-1.470, 3.827, 1.493)
N (-0.622, 2.922, 0.932)
C (-0.438, 1.728, 1.552)
C (-1.133, 1.366, 2.703)
H (-2.591, 2.021, 4.152)
H (-2.889, 4.272, 3.049)
H (-1.513, 4.818, 1.026)
H (0.283, 1.045, 1.081)
H (-0.948, 0.382, 3.143)

The charge is +2. The calculation puts the HOMO energy at -11.48 eV. The energy above the lowest of the compared OMol25 structures with the same formula, charge and spin is 50.8 kcal per mole.